Entry from the OMol25 dataset: a molecular structure, C35H44BBaN9O2S6 in a non-equilibrium geometry (ωB97M-V with the def2-TZVPD basis set).

Element x y z (Å)
Ba -1.00585 0.09505 -0.58038
C 4.42903 -0.59464 -0.79131
C 4.25077 -0.96845 0.68310
C 5.60539 -1.17537 1.37079
C 3.49949 -2.29539 0.75563
N 3.58803 0.19587 1.34982
C 4.30715 1.37977 1.44295
C 3.49656 2.31409 1.95622
N 2.26420 1.74275 2.17497
B 1.12010 2.64170 2.70604
N 0.10836 1.81417 3.53530
C 0.55850 1.30715 4.73207
C -0.38420 0.49523 5.22538
N -1.45179 0.49574 4.33776
C -1.12778 1.31758 3.28597
S -2.08890 1.77696 1.95619
C -2.55689 -0.47816 4.57209
C -3.04663 -0.28610 6.01239
C -1.96826 -1.88062 4.37934
C -3.77430 -0.32658 3.66465
N 0.48185 3.52449 1.59731
C -0.14690 4.68269 1.98878
C -0.51128 5.35647 0.89053
N -0.09413 4.62897 -0.21499
C 0.48805 3.46950 0.24354
S 1.19518 2.21021 -0.66844
C -0.43656 5.14046 -1.57672
C -1.92443 4.87916 -1.81731
C -0.17794 6.65332 -1.58185
C 0.38638 4.54432 -2.71847
C 2.31519 0.43908 1.80358
S 1.02955 -0.66899 1.96040
H 4.90654 -1.41417 -1.33012
H 5.04052 0.30051 -0.91306
H 3.45247 -0.40310 -1.23954
H 6.09487 -2.05546 0.95462
H 5.45455 -1.33930 2.43886
H 6.27831 -0.32837 1.24154
H 4.15263 -3.07138 0.35029
H 2.58536 -2.27318 0.17159
H 3.24168 -2.55380 1.77885
H 5.32818 1.46655 1.12349
H 3.68860 3.34933 2.17635
H 1.63104 3.41914 3.47270
H 1.52323 1.56880 5.13036
H -0.37798 -0.07238 6.13633
H -2.26515 -0.46431 6.74972
H -3.86107 -0.98190 6.21275
H -3.42027 0.73044 6.14340
H -1.16827 -2.07699 5.09375
H -1.55451 -1.96915 3.37355
H -2.74884 -2.63135 4.50992
H -4.17077 0.68418 3.69919
H -4.53912 -1.01986 4.02110
H -3.54218 -0.56646 2.63301
H -0.28229 4.93639 3.02510
H -1.03407 6.29062 0.81581
H -2.53117 5.34340 -1.03715
H -2.12952 3.81167 -1.80949
H -2.22336 5.29043 -2.78348
H -0.85181 7.19268 -0.91724
H -0.34125 7.02994 -2.59054
H 0.85119 6.87359 -1.29445
H 0.10490 3.51993 -2.93511
H 1.44991 4.56119 -2.48962
H 0.21015 5.14575 -3.61255
O -2.70153 1.37372 -1.39094
S -2.80076 0.43981 -2.50222
O -3.35394 -0.83093 -2.12058
N -1.31905 0.27312 -3.13329
C -1.25492 0.81038 -4.36806
S 0.11298 0.92125 -5.29589
C -2.55570 1.35760 -4.84031
C -2.82667 1.99188 -6.04101
C -4.10589 2.48893 -6.24662
C -5.09779 2.35732 -5.27875
C -4.83321 1.70989 -4.07995
C -3.55961 1.21573 -3.89644
H -2.04742 2.09146 -6.78360
H -4.33688 3.00039 -7.17201
H -6.08328 2.76741 -5.45307
H -5.59197 1.59410 -3.31682
N 0.29184 -2.43656 -4.06403
C 0.39745 -3.18509 -2.96444
N 0.07307 -2.82489 -1.76172
C 0.26464 -3.86247 -0.86349
C -0.00180 -3.81531 0.50218
C 0.25117 -4.93081 1.28124
C 0.76814 -6.09702 0.72406
C 1.03805 -6.16670 -0.63383
C 0.77641 -5.05083 -1.41009
S 1.00408 -4.84562 -3.12536
H 0.09447 -1.45516 -3.96334
H 0.68788 -2.74618 -4.93067
H -0.37724 -2.89519 0.93219
H 0.04841 -4.88952 2.34391
H 0.96166 -6.95793 1.35021
H 1.44555 -7.06448 -1.08027

Summary:
E_LUMO in eV: -0.4533
E in eV: -120903.794
HOMO-LUMO gap in eV: 6.76